This record from the Open Molecules 2025 dataset describes a 2-piece molecular cluster, C5H6N2 overall. The level of theory is wB97M-V/def2-TZVPD.

The HOMO energy comes out at -8.489 eV. The value obtained for the strongest force on any atom is 2.49 eV/A. Its energy above the lowest of the compared OMol25 structures with the same formula, charge and spin is 493.0 kJ/mol. The calculation puts the HOMO-LUMO gap at 9.2 eV. The value obtained for the LUMO energy is 0.69 eV.

The geometry in ORCA input format:
```
! RIJCOSX wB97M-V def2-TZVPD def2/J DEFGRID3
* xyz 0 1
C -0.23 -2.10 0.31
C 0.23 -1.04 -0.31
N -0.44 0.12 -0.36
C -1.53 0.57 -0.02
N -2.47 1.33 -0.16
H 0.12 -3.16 0.26
H -1.09 -1.79 0.92
H 1.15 -1.08 -0.79
H -3.39 1.56 0.32
C 1.68 1.99 -1.33
C 1.38 1.65 -0.22
H 1.98 2.54 -2.14
H 0.93 1.40 0.70
*
```

Results of the Mulliken charge analysis, in e, for atoms 1 through 2:
1 C -0.805
2 C 0.179

=====

This record from the Open Molecules 2025 dataset describes C5H6N2 in the gas phase. The level of theory is wB97M-V/def2-TZVPD.

The HOMO energy comes out at -7.601 eV. The value obtained for the strongest force on any atom is 4.26 eV/A. Its energy above the lowest of the compared OMol25 structures with the same formula, charge and spin is 478.3 kJ/mol. The calculation puts the HOMO-LUMO gap at 8.5 eV. The value obtained for the LUMO energy is 0.94 eV.

The geometry in ORCA input format:
```
! RIJCOSX wB97M-V def2-TZVPD def2/J DEFGRID3
* xyz 0 1
C -2.62 1.20 1.05
C -1.72 -0.23 -0.63
C -2.55 0.94 -0.31
C 0.56 -0.72 0.32
C 1.70 -0.19 -0.45
N -1.93 2.09 0.46
N -0.64 -0.50 -0.11
H -3.14 1.07 2.02
H -3.43 1.16 -0.96
H 0.73 -1.38 1.12
H 1.68 -0.72 -1.39
H 2.61 -0.65 0.07
H 1.70 0.91 -0.43
*
```

Results of the Mulliken charge analysis, in e, for atoms 1 through 2:
1 C -0.194
2 C -0.368

=====

This record from the Open Molecules 2025 dataset describes C5H6N2 in the gas phase. The level of theory is wB97M-V/def2-TZVPD.

The HOMO energy (alpha / beta) comes out at -8.013 / -7.601 eV. The value obtained for the strongest force on any atom is 2.06 eV/A. Its energy above the lowest of the compared OMol25 structures with the same formula, charge and spin is 604.3 kJ/mol. The calculation puts the HOMO-LUMO gap (alpha / beta) at 7.0 / 6.4 eV. The value obtained for the LUMO energy (alpha / beta) is -1.02 / -1.23 eV.

The geometry in ORCA input format:
```
! RIJCOSX wB97M-V def2-TZVPD def2/J DEFGRID3
* xyz 0 1
C -1.05 0.30 -0.54
N 2.01 0.11 -0.82
C 0.82 -0.64 -0.72
C -2.24 0.82 -0.22
N -0.29 -0.06 -1.48
C 0.12 -0.43 0.75
C 0.24 -0.56 1.96
H 1.85 1.10 -0.63
H 2.75 -0.25 -0.22
H 1.00 -1.70 -0.92
H -3.04 0.80 -0.95
H -2.45 1.15 0.78
H 0.28 -0.64 3.02
*
```

Results of the Mulliken charge analysis, in e, for atoms 1 through 2:
1 C 0.645
2 N -0.532